1.
Density functional theory data (ωB97M-V with the def2-TZVPD basis set) for a structure of composition C16H37BF4N11O4Tl.

Its spin multiplicity is 1. For the LUMO energy, the calculation gives -13.17 eV. The HOMO-LUMO gap is 1.835 eV. As for the net charge: +2.

Geometry (Å):
1 Tl 2.834 -1.936 -2.702
2 B 1.098 0.074 -0.477
3 F 1.679 -1.146 -0.113
4 F 0.776 0.035 -1.851
5 F -0.008 0.359 0.291
6 F 2.082 1.112 -0.296
7 C 0.117 -3.991 -1.185
8 O 0.666 -3.435 -2.147
9 N 0.503 -3.813 0.098
10 N -0.934 -4.835 -1.389
11 H 1.193 -3.115 0.306
12 H 0.131 -4.440 0.790
13 H -0.962 -5.235 -2.311
14 H -1.505 -5.128 -0.617
15 C 3.706 1.934 -3.048
16 O 3.126 0.847 -2.964
17 N 3.729 2.764 -1.965
18 N 4.421 2.311 -4.127
19 H 3.350 2.327 -1.137
20 H 4.215 3.646 -1.917
21 H 4.953 3.163 -4.178
22 H 4.358 1.756 -4.963
23 C 5.207 -0.373 0.354
24 O 4.511 -0.838 -0.538
25 N 4.850 0.756 1.055
26 N 6.395 -0.920 0.736
27 H 5.385 0.952 1.888
28 H 3.875 1.009 1.015
29 H 6.703 -1.710 0.192
30 H 6.785 -0.839 1.660
31 C -0.005 3.706 -1.710
32 O -0.229 4.875 -1.987
33 N 0.540 3.308 -0.532
34 N -0.274 2.686 -2.588
35 H 0.841 3.955 0.188
36 H 0.883 2.347 -0.444
37 H -0.594 2.957 -3.508
38 H 0.154 1.776 -2.406
39 C -3.627 1.854 1.181
40 C -2.720 2.470 0.095
41 C -3.182 3.869 -0.362
42 C -4.617 3.974 -0.538
43 N -5.758 4.055 -0.676
44 H -3.179 0.903 1.447
45 H -4.661 1.767 0.838
46 H -3.686 2.507 2.055
47 H -2.771 1.834 -0.789
48 H -1.721 2.524 0.531
49 H -2.728 4.058 -1.355
50 H -2.853 4.690 0.280
51 C -2.851 -1.509 -0.023
52 C -3.614 -2.537 -0.848
53 C -5.062 -2.145 -1.109
54 C -5.831 -1.945 0.109
55 N -6.432 -1.800 1.078
56 H -1.818 -1.807 0.158
57 H -3.370 -1.230 0.893
58 H -2.761 -0.575 -0.594
59 H -3.679 -3.459 -0.257
60 H -3.033 -2.736 -1.746
61 H -5.574 -2.765 -1.845
62 H -5.090 -1.170 -1.625
63 C -0.661 -1.430 4.654
64 C 0.507 -2.210 4.024
65 C 1.185 -1.544 2.830
66 C 1.822 -0.288 3.195
67 N 2.341 0.694 3.486
68 H -1.344 -1.074 3.877
69 H -0.402 -0.564 5.261
70 H -1.200 -2.130 5.292
71 H 0.097 -3.190 3.784
72 H 1.257 -2.337 4.808
73 H 0.534 -1.401 1.969
74 H 1.927 -2.254 2.450

2.
Density functional theory data (ωB97M-V with the def2-TZVPD basis set) for a structure of composition C16H32CdO9S5.

Its spin multiplicity is 2. For the LUMO energy (alpha / beta), the calculation gives -2.70 / -4.41 eV. The HOMO-LUMO gap (alpha / beta) is 8.170 / 5.356 eV. As for the net charge: +1.

Geometry (Å):
1 Cd -17.787 -1.623 -4.335
2 C -18.471 -5.484 -2.863
3 C -18.121 -4.270 -3.559
4 C -16.814 -4.248 -4.398
5 O -16.584 -3.153 -4.956
6 C -15.956 -5.488 -4.414
7 C -16.357 -6.618 -3.707
8 C -17.642 -6.591 -2.910
9 O -17.957 -7.475 -2.000
10 O -15.433 -7.518 -3.793
11 O -18.819 -3.275 -3.569
12 H -19.287 -5.478 -2.155
13 H -15.022 -5.457 -4.954
14 C -17.070 -0.381 -0.261
15 S -16.038 -0.359 -1.795
16 O -16.569 -1.483 -2.721
17 C -16.766 1.236 -2.450
18 H -17.006 -1.362 0.210
19 H -18.135 -0.308 -0.481
20 H -16.814 0.397 0.458
21 H -16.032 2.036 -2.351
22 H -17.738 1.489 -2.026
23 H -16.907 1.152 -3.527
24 C -15.014 1.223 -6.872
25 S -14.859 -0.466 -6.055
26 O -15.981 -0.644 -5.003
27 C -15.447 -1.435 -7.460
28 H -14.813 2.120 -6.287
29 H -16.010 1.427 -7.266
30 H -14.354 1.294 -7.737
31 H -16.478 -1.186 -7.712
32 H -15.496 -2.458 -7.085
33 H -14.835 -1.522 -8.358
34 C -20.879 -4.065 -6.689
35 S -19.886 -2.605 -7.260
36 O -19.052 -2.119 -6.014
37 C -18.755 -3.613 -8.321
38 H -20.155 -4.845 -6.456
39 H -21.587 -4.424 -7.436
40 H -21.455 -3.670 -5.851
41 H -19.371 -4.280 -8.924
42 H -18.050 -4.103 -7.649
43 H -18.095 -3.009 -8.945
44 C -21.006 -1.765 -1.018
45 S -20.394 -0.469 -2.172
46 O -19.036 -0.834 -2.777
47 C -21.591 -0.810 -3.482
48 H -21.130 -2.724 -1.522
49 H -21.847 -1.436 -0.408
50 H -20.200 -1.966 -0.312
51 H -22.606 -0.548 -3.184
52 H -21.546 -1.835 -3.850
53 H -21.299 -0.334 -4.418
54 C -19.268 1.359 -7.241
55 S -19.242 1.446 -5.412
56 O -18.373 0.230 -5.063
57 C -18.060 2.943 -5.364
58 H -18.266 1.457 -7.659
59 H -20.032 2.033 -7.628
60 H -19.508 0.357 -7.598
61 H -18.093 3.384 -4.368
62 H -18.418 3.686 -6.077
63 H -17.029 2.676 -5.598

3.
Density functional theory data (ωB97M-V with the def2-TZVPD basis set) for a cluster of 2 separate species, C3H2BrCl2F in total.

Its spin multiplicity is 1. For the LUMO energy (alpha / beta), the calculation gives -0.56 / -1.36 eV. The HOMO-LUMO gap (alpha / beta) is 9.166 / 7.598 eV.

Geometry (Å):
1 C -0.437 -1.294 0.799
2 C 0.025 -1.585 -0.408
3 C 0.006 2.014 -0.398
4 F 1.098 -2.258 -0.791
5 Cl -0.359 -1.671 2.370
6 Cl -0.739 -0.730 -1.692
7 Br 1.288 2.105 1.054
8 H 0.064 1.097 -0.927
9 H -0.947 2.323 -0.006

4.
Density functional theory data (ωB97M-V with the def2-TZVPD basis set) for a cluster of 2 separate species, C13H9F9N4O in total.

The SMILES is FC(F)(F)C(F)(F)C(F)(F)C(F)(F)c1cnc2ccccc2n1.NC(N)=O. Its spin multiplicity is 1. For the LUMO energy, the calculation gives -1.68 eV. The HOMO-LUMO gap is 7.484 eV.

Geometry (Å):
1 F 1.987 -0.266 -4.597
2 C 0.736 0.225 -4.089
3 F 0.884 1.387 -3.292
4 F 0.013 0.648 -5.262
5 C -0.158 -0.935 -3.408
6 F -1.515 -0.684 -3.839
7 F 0.157 -2.233 -3.941
8 C -0.197 -0.903 -1.802
9 F -0.915 0.246 -1.344
10 F -1.009 -2.037 -1.403
11 C 1.231 -1.106 -1.079
12 F 2.297 -1.422 -1.967
13 F 1.127 -2.225 -0.165
14 C 1.544 0.194 -0.164
15 C 2.609 1.203 -0.683
16 N 2.976 2.415 -0.023
17 C 2.215 2.572 1.190
18 C 2.494 3.882 2.039
19 C 1.770 4.224 3.369
20 C 0.735 3.180 3.918
21 C 0.467 1.859 3.109
22 C 1.182 1.545 1.727
23 N 0.822 0.324 1.060
24 H 3.118 0.968 -1.689
25 H 3.265 4.657 1.665
26 H 1.997 5.205 3.936
27 H 0.185 3.410 4.902
28 H -0.285 1.129 3.563
29 C -4.141 -3.386 1.330
30 O -5.139 -3.277 2.026
31 N -3.267 -4.414 1.462
32 N -3.821 -2.490 0.365
33 H -2.441 -4.521 0.900
34 H -3.470 -5.102 2.169
35 H -4.446 -1.711 0.236
36 H -3.005 -2.562 -0.217

5.
Density functional theory data (ωB97M-V with the def2-TZVPD basis set) for a cluster of 5 separate species, C41H92N4O7PS in total.

Its spin multiplicity is 1. For the LUMO energy, the calculation gives -3.91 eV. The HOMO-LUMO gap is 7.004 eV. As for the net charge: +1.

Geometry (Å):
1 C 3.162 -1.581 1.935
2 C 1.865 -2.028 1.089
3 C 2.117 -2.152 -0.493
4 C 3.183 -1.094 -1.078
5 C 2.801 -0.889 -2.646
6 C 1.632 0.231 -2.687
7 C 0.404 -0.222 -3.619
8 C -0.683 0.936 -3.865
9 C -1.165 1.682 -2.530
10 C -2.693 1.374 -2.156
11 C -2.953 1.152 -0.583
12 C -2.613 2.419 0.338
13 N -3.590 2.763 1.399
14 C -3.604 1.761 2.443
15 N -2.559 1.753 3.306
16 P -2.383 0.582 4.642
17 O -2.640 1.416 5.926
18 N -4.653 0.797 2.695
19 C -5.710 0.751 1.651
20 C -6.093 2.139 0.963
21 S -6.691 1.679 -0.773
22 C -4.922 3.241 0.970
23 C -5.288 4.446 2.019
24 C -5.892 3.969 3.414
25 O -7.212 4.536 3.679
26 C -4.943 4.025 -0.455
27 C -4.045 5.389 -0.408
28 C -3.185 5.565 -1.773
29 C -1.725 6.175 -1.524
30 N -0.909 5.434 -0.518
31 C -0.722 6.217 0.752
32 C 0.458 5.145 -0.993
33 C 1.653 6.207 -1.091
34 O 0.750 3.962 -1.317
35 H 3.007 -0.516 2.305
36 H 3.195 -2.258 2.862
37 H 4.149 -1.735 1.394
38 H 1.015 -1.305 1.334
39 H 1.539 -3.065 1.449
40 H 1.114 -2.001 -1.026
41 H 2.483 -3.202 -0.768
42 H 4.262 -1.422 -0.934
43 H 3.009 -0.104 -0.512
44 H 2.346 -1.876 -3.010
45 H 3.703 -0.549 -3.248
46 H 1.999 1.248 -3.046
47 H 1.226 0.289 -1.614
48 H -0.088 -1.155 -3.187
49 H 0.834 -0.513 -4.651
50 H -1.548 0.541 -4.515
51 H -0.163 1.727 -4.526
52 H -1.108 2.810 -2.758
53 H -0.512 1.495 -1.619
54 H -2.978 0.376 -2.656
55 H -3.354 2.170 -2.632
56 H -4.006 0.738 -0.481
57 H -2.246 0.289 -0.281
58 H -2.313 3.275 -0.367
59 H -1.625 2.152 0.876
60 H -1.776 2.430 3.223
61 H -1.059 0.054 4.765
62 H -3.378 -0.442 4.627
63 H -5.084 0.908 3.627
64 H -5.427 -0.072 0.900
65 H -6.669 0.361 2.157
66 H -7.059 2.504 1.473
67 H -6.439 0.319 -0.942
68 H -4.344 5.060 2.264
69 H -6.015 5.183 1.529
70 H -5.958 2.848 3.583
71 H -5.228 4.383 4.260
72 H -7.817 4.335 2.936
73 H -4.524 3.416 -1.312
74 H -6.010 4.413 -0.644
75 H -4.714 6.310 -0.236
76 H -3.284 5.386 0.438
77 H -3.047 4.576 -2.331
78 H -3.827 6.237 -2.451
79 H -1.169 6.099 -2.532
80 H -1.806 7.296 -1.257
81 H 0.232 5.851 1.284
82 H -1.579 6.088 1.492
83 H -0.544 7.314 0.500
84 H 1.450 7.192 -0.561
85 H 2.005 6.331 -2.175
86 H 2.540 5.723 -0.537
87 C 1.622 -0.908 -9.953
88 C 0.640 -0.754 -8.804
89 O 1.267 -0.565 -7.543
90 C 2.084 0.589 -7.407
91 C 1.329 1.890 -7.594
92 H 2.347 -1.697 -9.736
93 H 1.093 -1.157 -10.875
94 H 2.184 0.013 -10.127
95 H 0.052 -1.672 -8.720
96 H -0.072 0.055 -9.000
97 H 2.943 0.530 -8.084
98 H 2.488 0.565 -6.391
99 H 0.966 2.003 -8.619
100 H 1.974 2.744 -7.373
101 H 0.457 1.924 -6.935
102 C -3.725 -3.714 -2.192
103 C -2.600 -3.542 -3.200
104 O -1.314 -3.820 -2.665
105 C -1.099 -5.139 -2.183
106 C -1.249 -6.207 -3.253
107 H -3.525 -3.132 -1.288
108 H -4.674 -3.386 -2.622
109 H -3.837 -4.758 -1.890
110 H -2.580 -2.499 -3.527
111 H -2.778 -4.145 -4.096
112 H -1.752 -5.344 -1.329
113 H -0.074 -5.165 -1.804
114 H -2.278 -6.274 -3.612
115 H -0.968 -7.186 -2.857
116 H -0.617 -5.980 -4.115
117 C 1.218 -3.469 7.499
118 C 1.164 -3.441 5.981
119 O 2.418 -3.170 5.375
120 C 3.461 -4.104 5.629
121 C 3.152 -5.506 5.137
122 H 1.667 -2.551 7.886
123 H 0.213 -3.573 7.915
124 H 1.818 -4.305 7.864
125 H 0.491 -2.636 5.670
126 H 0.742 -4.370 5.585
127 H 3.717 -4.108 6.694
128 H 4.342 -3.733 5.100
129 H 2.323 -5.954 5.690
130 H 4.023 -6.154 5.259
131 H 2.868 -5.490 4.081
132 C 8.195 -5.484 5.692
133 C 7.654 -4.766 4.468
134 O 7.035 -3.523 4.767
135 C 7.858 -2.532 5.366
136 C 9.034 -2.115 4.500
137 H 7.416 -5.589 6.452
138 H 8.561 -6.477 5.421
139 H 9.023 -4.935 6.147
140 H 6.884 -5.391 4.007
141 H 8.436 -4.630 3.713
142 H 8.195 -2.864 6.354
143 H 7.220 -1.662 5.533
144 H 9.745 -2.934 4.367
145 H 9.568 -1.280 4.959
146 H 8.693 -1.815 3.507

6.
Density functional theory data (ωB97M-V with the def2-TZVPD basis set) for a structure of composition C10H5BrFeNO5.

Its spin multiplicity is 6. For the LUMO energy (alpha / beta), the calculation gives -8.70 / -12.97 eV. The HOMO-LUMO gap (alpha / beta) is 6.060 / 4.670 eV. As for the net charge: +2.

Geometry (Å):
1 O -2.381 -1.662 2.564
2 C -2.093 -1.280 1.531
3 Fe -1.214 0.121 -0.614
4 C -0.563 0.876 -2.028
5 O -0.298 1.274 -3.091
6 C -2.674 -0.325 -1.629
7 O -3.517 -0.129 -2.486
8 C -1.900 1.751 -0.331
9 O -2.687 2.594 -0.187
10 C -1.481 -1.355 -1.865
11 O -1.386 -2.309 -2.565
12 H -2.821 -0.259 -0.368
13 Br 4.445 -0.721 -0.838
14 C 2.948 -0.275 0.210
15 C 3.138 0.136 1.528
16 C 1.999 0.473 2.280
17 C 0.726 0.388 1.687
18 N 0.569 0.022 0.399
19 C 1.658 -0.323 -0.338
20 H 4.146 0.197 1.928
21 H 2.060 0.814 3.307
22 H -0.175 0.624 2.274
23 H 1.499 -0.632 -1.370